# 1
C54H34Cl4F16GeIrN8O3S | wB97M-V/def2-TZVPD

Geometry as XYZ:
```
122
Properties=species:S:1:pos:R:3:forces:R:3
Ir -0.54019 1.16991 0.10359 -0.9 0.2 -0.5
C -0.25293 -2.64402 1.99683 -0.2 0.1 0.3
C -0.73448 -2.47399 3.29206 0.0 -0.2 -0.2
C -1.06126 -1.21147 3.71038 0.0 0.4 -0.3
C -0.92552 -0.10909 2.84038 0.2 -1.2 -0.6
N -0.53226 -0.30905 1.55025 -0.9 0.1 0.6
C -0.17393 -1.54545 1.17785 0.1 -0.4 -0.4
N -1.18848 1.09536 3.37930 -0.2 1.5 0.7
C -1.17656 2.24416 2.79516 0.3 -1.8 -0.4
N -0.94137 2.50323 1.46339 0.3 0.6 0.4
C -1.13362 3.84845 1.23113 0.4 -0.6 -1.6
N -1.04882 4.46721 0.11079 -0.4 0.9 1.3
C -0.74643 3.98654 -1.10612 0.2 -0.7 -0.9
C -0.81845 4.92127 -2.16217 0.1 -0.2 0.3
C -0.52077 4.55155 -3.44673 0.0 -0.2 -0.1
C -0.13627 3.23422 -3.68772 -0.1 0.2 0.2
C -0.08399 2.36860 -2.62154 0.2 -0.3 -0.4
N -0.38079 2.69975 -1.36238 -0.4 0.3 0.6
C -1.46332 4.49146 2.48659 -0.2 0.0 1.2
C -1.74846 5.80898 2.80697 0.1 -0.2 -0.4
C -2.01866 6.10442 4.13109 0.0 0.0 0.3
C -2.02070 5.10769 5.11092 0.0 0.3 0.0
C -1.76169 3.78769 4.78988 0.1 -0.4 -0.2
C -1.47792 3.48957 3.46604 -0.2 1.3 0.0
H 0.06885 -3.60693 1.63689 0.0 -0.1 -0.1
H -0.83336 -3.32153 3.95652 0.0 0.0 0.0
H -1.40182 -0.99868 4.71243 0.0 0.0 0.0
H 0.21232 -1.64595 0.17610 0.0 0.1 0.0
H -1.11857 5.92542 -1.90486 0.0 0.0 0.0
H -0.57723 5.26562 -4.25698 0.0 0.0 0.0
H 0.12869 2.89419 -4.67751 0.0 -0.1 0.0
H 0.25911 1.35737 -2.75730 0.0 0.0 0.0
H -1.75455 6.56502 2.03493 0.0 0.1 0.0
H -2.23309 7.12486 4.41843 0.0 0.0 0.0
H -2.23547 5.37888 6.13587 0.0 0.0 0.0
H -1.78132 2.99971 5.53018 0.0 0.0 0.1
Cl 2.98809 1.44809 -3.07575 -0.1 0.1 -0.1
C 3.40433 0.11063 -2.00907 -0.3 -0.2 0.4
Cl 4.72239 0.63377 -0.94591 0.1 -0.1 0.0
Cl 3.92762 -1.26188 -2.99649 0.1 -0.1 -0.1
C 2.20157 -0.40100 -1.06566 0.8 -0.1 -0.2
O 2.49679 -1.34931 -0.37517 -0.3 0.0 -0.1
O 1.11247 0.23361 -1.19839 -0.4 0.5 0.2
F 3.80363 3.52751 5.45511 0.0 0.1 0.2
C 2.86813 2.65748 5.83942 -0.1 -0.3 -0.1
C 2.54592 1.58394 5.02786 0.0 0.0 -0.5
C 1.63140 0.67046 5.51954 0.3 0.1 -0.1
F 1.37538 -0.41146 4.76566 -0.2 0.0 0.2
C 1.01119 0.81574 6.74495 -0.1 0.0 0.0
F 0.12714 -0.08208 7.18569 0.0 0.0 0.0
C 1.32166 1.92386 7.51965 0.1 0.0 -0.2
F 0.72635 2.09941 8.69490 0.0 0.0 0.0
C 2.26370 2.83832 7.07473 0.0 0.1 0.0
F 2.58115 3.88206 7.84096 0.0 0.0 0.0
Ge 3.25057 1.20817 3.19036 0.3 -0.3 0.8
S 1.98536 1.52138 1.45169 -0.3 0.5 -0.9
C 4.09513 -0.57744 3.41177 -0.1 0.4 -0.1
C 5.25004 -0.71036 4.15943 -0.3 0.0 -0.1
F 5.72604 0.37807 4.78356 0.2 -0.1 0.1
C 5.89081 -1.92718 4.30143 0.1 0.1 0.1
F 6.98809 -2.04462 5.05161 0.0 0.0 0.0
C 5.36910 -3.04375 3.66284 -0.1 0.1 0.0
F 5.98033 -4.21761 3.78379 0.0 0.0 0.0
C 4.19610 -2.94459 2.93087 0.0 0.0 0.0
F 3.68259 -4.02901 2.35014 0.0 0.0 0.0
C 3.56465 -1.71525 2.83395 0.1 0.2 0.2
F 2.38939 -1.63139 2.22446 0.0 -0.3 0.0
C 4.58140 2.59139 2.68784 -0.4 -0.2 -0.2
C 5.81897 2.32353 2.13298 -0.2 0.0 0.2
F 6.27452 1.06556 2.13745 0.3 0.1 -0.2
C 6.58795 3.31726 1.55010 0.0 -0.1 0.0
F 7.77880 3.03704 1.02128 0.0 0.0 0.0
C 6.09662 4.61184 1.49729 -0.1 0.0 0.0
F 6.81708 5.57102 0.92575 0.0 0.0 0.0
C 4.84530 4.90762 2.01954 0.0 0.0 0.0
F 4.36310 6.14765 1.93709 0.0 0.0 0.0
C 4.10768 3.89240 2.59477 0.0 -0.3 0.1
F 2.87818 4.15376 3.05617 0.1 0.3 -0.1
C -5.99934 -2.40542 -5.34890 0.1 0.0 0.0
C -4.55687 -2.49440 -5.87298 -0.1 0.0 0.1
C -4.41230 -3.82283 -6.62712 0.1 0.2 0.1
C -4.33593 -1.34650 -6.86568 0.1 -0.1 0.1
C -3.55056 -2.44128 -4.66711 0.3 0.3 -0.2
O -3.95460 -3.32740 -3.64457 0.0 -0.1 0.0
C -2.07922 -2.70385 -5.09792 -0.2 -0.2 0.1
C -1.55195 -4.14327 -4.95206 0.0 0.3 0.1
C -1.25856 -4.60035 -3.54313 0.0 -0.1 0.0
C -1.87963 -5.73052 -3.02515 0.1 0.0 0.0
C -1.54722 -6.22669 -1.77690 0.0 0.0 0.1
C -0.56896 -5.58998 -1.03349 -0.1 0.0 -0.2
Cl -0.11472 -6.26487 0.49651 0.1 0.0 0.2
C 0.06325 -4.45452 -1.51752 0.0 0.0 0.1
C -0.29252 -3.96787 -2.76584 0.0 0.0 0.0
C -3.62868 -1.03733 -4.01666 -0.3 -0.6 -0.1
N -2.95090 -0.95633 -2.74329 0.5 0.1 0.0
C -1.75060 -0.44730 -2.47205 0.0 0.0 0.1
N -1.55231 -0.46014 -1.16658 0.4 0.2 0.0
C -2.69659 -1.01290 -0.67161 0.0 0.1 -0.3
N -3.55536 -1.32343 -1.60122 -0.4 -0.2 0.3
H -6.69505 -2.68904 -6.13849 0.0 0.0 0.0
H -6.25463 -1.39343 -5.03566 0.0 0.0 0.0
H -6.14626 -3.07042 -4.50067 -0.1 0.0 0.0
H -5.15372 -3.86689 -7.42438 0.0 0.0 0.0
H -4.59194 -4.67598 -5.97012 0.0 -0.1 0.0
H -3.42879 -3.92210 -7.08523 0.0 -0.1 0.0
H -4.97730 -1.50163 -7.73345 0.0 0.0 0.0
H -3.30682 -1.29576 -7.22208 0.0 0.0 -0.1
H -4.59921 -0.38257 -6.43086 0.0 0.0 0.0
H -3.91035 -4.23079 -3.97368 0.0 0.0 0.0
H -1.42321 -2.06439 -4.50495 0.1 0.0 -0.1
H -1.96492 -2.40556 -6.14034 0.1 0.1 0.0
H -0.61116 -4.18512 -5.50778 -0.1 -0.1 -0.1
H -2.23337 -4.85369 -5.42201 0.1 0.0 0.0
H -2.62220 -6.25862 -3.61274 0.0 0.0 0.0
H -2.02901 -7.11325 -1.38981 0.0 0.0 0.0
H 0.84810 -3.97426 -0.94729 0.0 0.0 0.0
H 0.22284 -3.09473 -3.14846 0.0 0.0 0.0
H -4.66984 -0.80624 -3.80395 0.0 0.2 -0.1
H -3.19706 -0.29393 -4.68330 0.0 0.0 0.1
H -1.06747 -0.07347 -3.21259 0.0 0.0 0.0
H -2.89310 -1.15712 0.37499 0.0 0.0 0.1
F -2.59537 1.73654 -0.33260 1.7 -0.7 0.7
```
Forces are in eV/Å.

## Properties
multiplicity: 2
E_LUMO (alpha / beta): -1.624 / -2.508 eV
maximum force: 0.0378 Eh/bohr

# 2
C54H36AsN4ORuS6 | wB97M-V/def2-TZVPD

Geometry as XYZ:
```
103
Properties=species:S:1:pos:R:3:forces:R:3
Ru -0.67594 0.49226 0.38000 0.1 0.2 0.9
S 2.12306 -0.04984 5.36580 -0.3 0.1 0.6
C 2.70806 0.14926 6.96710 -0.1 0.0 -0.3
C 1.70176 0.24016 7.87720 0.3 0.0 0.0
C 0.42926 0.15206 7.28560 -0.2 -0.1 -0.5
C 0.47276 -0.00884 5.92370 0.8 0.0 0.5
C -0.62364 -0.04804 4.99040 -1.0 -0.1 -0.2
C -0.36874 -0.20614 3.61520 -0.1 -0.1 0.2
N -1.28534 -0.10604 2.68580 0.0 0.2 -0.4
C -2.55994 0.12506 3.05070 0.3 -0.1 0.7
C -2.94944 0.19076 4.40980 0.3 -0.1 -0.7
C -4.33004 0.36116 4.72370 -0.4 0.0 -0.1
C -5.26794 0.43686 3.75050 0.1 0.0 0.4
C -4.90674 0.38586 2.37140 0.8 -0.1 -0.2
C -5.83674 0.41736 1.33020 0.3 0.0 -0.7
C -5.40004 0.39556 0.00920 0.3 0.0 1.0
C -4.00404 0.41516 -0.20890 -0.1 -0.1 -0.1
N -3.11834 0.35286 0.74890 0.6 0.3 0.0
C -3.53564 0.28886 2.02860 -0.8 0.1 -0.3
C -6.30344 0.34826 -1.11340 -0.8 0.0 -0.7
C -5.99304 0.24226 -2.44580 0.1 0.0 0.6
C -7.12084 0.21706 -3.28350 -0.4 0.0 -0.1
C -8.28884 0.29386 -2.59180 0.1 0.0 0.2
S -8.03354 0.40196 -0.89930 0.5 0.0 -0.4
C -1.95034 0.10956 5.38040 0.6 -0.1 -0.3
H 3.76526 0.19996 7.14260 0.2 0.0 0.1
H 1.86186 0.37116 8.93360 0.1 0.0 0.1
H -0.48474 0.20886 7.84930 -0.2 0.0 0.1
H 0.64226 -0.40644 3.27860 -0.1 0.0 0.0
H -4.60784 0.42326 5.76590 -0.1 0.0 0.1
H -6.31344 0.55166 3.99780 -0.1 0.0 0.1
H -6.89424 0.44746 1.55690 -0.1 0.0 0.1
H -3.60634 0.46726 -1.21780 0.0 0.0 0.1
H -4.98704 0.16816 -2.81710 0.2 0.0 -0.1
H -7.06224 0.14536 -4.35420 -0.1 0.0 -0.2
H -9.28874 0.29726 -2.97670 -0.2 0.0 -0.1
H -2.22004 0.18266 6.42230 0.0 0.1 0.1
S -0.93674 3.04066 -0.25780 0.2 -1.5 0.6
C 0.30616 3.39236 0.88050 0.4 1.1 0.1
S 0.67956 2.10836 1.94790 -1.2 -1.1 -1.2
C 0.96946 4.60486 0.97920 -0.5 -1.0 -0.1
C 2.03746 4.74216 1.87920 0.5 0.0 0.4
N 2.93716 4.84536 2.58820 0.2 0.0 0.3
C 0.65156 5.72076 0.19600 -0.3 0.4 -0.4
N 0.39816 6.64986 -0.43090 -0.1 0.3 -0.3
S -0.92644 -2.00454 0.19990 -0.3 1.3 0.7
C -1.01374 -2.60004 -1.44070 0.3 0.6 -0.2
C -1.14284 -3.98124 -1.60710 0.1 0.1 0.1
C -1.20394 -4.53624 -2.86690 0.0 0.0 0.0
C -1.13874 -3.72054 -3.98710 0.0 0.0 -0.1
C -0.99234 -2.35204 -3.83170 0.0 0.2 -0.2
C -0.92364 -1.77124 -2.56950 -0.1 0.0 0.2
As -0.67864 0.15976 -2.29780 0.7 -0.8 -0.6
C -0.97254 0.72466 -4.19220 -0.3 0.3 0.3
C -2.25924 1.05286 -4.60490 0.0 -0.1 0.3
C -2.52684 1.36436 -5.92800 -0.1 0.0 0.0
C -1.50374 1.36566 -6.86160 0.0 0.0 0.0
C -0.21314 1.06256 -6.46060 -0.1 0.0 -0.1
C 0.05006 0.74716 -5.13830 0.2 -0.1 0.3
C 1.25776 0.28106 -2.46320 0.2 0.0 -0.1
C 1.81986 1.55396 -2.42240 -0.2 0.0 0.1
C 3.16246 1.72606 -2.71120 0.1 0.0 -0.1
C 3.95786 0.63056 -3.01720 0.1 0.1 0.0
C 3.40836 -0.63964 -3.02610 0.2 0.0 0.0
C 2.06066 -0.81064 -2.76600 -0.4 -0.1 0.0
H -1.19394 -4.59624 -0.72210 0.0 -0.1 0.1
H -1.30264 -5.60614 -2.97710 0.0 -0.1 0.0
H -1.20584 -4.14764 -4.97640 0.0 0.0 -0.1
H -0.92254 -1.71684 -4.70710 0.0 -0.1 0.0
H -3.05814 1.06986 -3.87090 -0.1 0.0 -0.1
H -3.53594 1.60566 -6.23170 -0.1 0.0 0.0
H -1.70954 1.60606 -7.89490 0.0 0.0 0.0
H 0.59366 1.06446 -7.18130 0.0 0.0 0.0
H 1.06576 0.51086 -4.84780 0.0 0.0 0.0
H 1.19866 2.40976 -2.16790 0.1 0.0 0.0
H 3.59696 2.71556 -2.68740 0.0 0.1 0.0
H 5.00666 0.76666 -3.24650 0.0 0.0 0.0
H 4.02636 -1.50114 -3.24490 0.0 0.0 0.0
H 1.62526 -1.80344 -2.81840 0.0 0.1 0.0
O 1.73116 -0.15584 0.29000 -0.8 0.4 -0.6
S 2.54016 -0.61754 1.45080 1.1 -0.4 0.0
C 4.02296 0.43446 1.47380 -0.4 -0.1 0.1
C 4.88566 0.42776 2.55820 0.0 -0.1 0.0
C 5.95466 1.30916 2.56850 0.1 0.0 0.1
C 6.13736 2.20406 1.52600 0.0 0.0 0.0
C 5.24906 2.22496 0.46530 0.0 -0.1 0.1
C 4.18496 1.33946 0.44460 -0.2 -0.1 -0.2
C 3.25386 -2.17724 0.82720 -0.2 0.2 0.2
C 4.39426 -2.75064 1.35820 0.1 0.1 0.1
C 4.80516 -3.99234 0.89960 0.1 0.0 0.1
C 4.07036 -4.65934 -0.06680 0.0 -0.1 0.0
C 2.92226 -4.08504 -0.58450 0.1 0.0 0.0
C 2.51476 -2.84284 -0.13390 -0.3 0.2 -0.1
H 4.72426 -0.24304 3.39010 0.0 -0.1 0.1
H 6.64366 1.31236 3.40020 0.0 0.0 0.1
H 6.96496 2.89696 1.54940 0.1 0.1 0.0
H 5.37756 2.93106 -0.34110 0.0 0.1 -0.1
H 3.47156 1.34476 -0.36320 -0.1 0.0 0.0
H 4.96116 -2.22904 2.11190 0.2 0.0 0.1
H 5.70186 -4.44634 1.29560 0.1 0.0 0.1
H 4.39126 -5.62934 -0.41500 0.1 -0.1 0.0
H 2.34386 -4.60084 -1.33670 -0.1 0.0 -0.1
H 1.61746 -2.38404 -0.51630 0.0 0.0 0.0
```
Forces are in eV/Å.

## Properties
multiplicity: 2
E_LUMO (alpha / beta): -1.528 / -0.994 eV
maximum force: 0.0389 Eh/bohr

Look up the maximum force of the first one. 0.0378 Eh/bohr

Look up the maximum force of the first one. 0.0378 Eh/bohr

Look up the multiplicity of the first one. 2